[1]
95
Properties=species:S:1:pos:R:3 method="wB97M-V/def2-TZVPD" largest_force_ev_per_a=2.7 total_charge=+3 lumo_energy_ev="-8.740 / -8.427" s_squared=0.753 e_homo_ev="-16.21 / -16.20" spin_multiplicity=2
Ti 12.564 14.518 9.968
O 13.523 18.250 10.467
C 12.927 17.409 9.846
O 13.472 16.181 9.761
C 11.645 17.480 9.043
P 10.484 16.112 9.717
C 9.939 17.096 11.182
C 8.880 18.031 11.030
C 8.614 18.898 12.037
C 9.299 18.792 13.253
C 10.325 17.888 13.402
C 10.676 17.040 12.340
C 9.127 15.883 8.553
C 7.890 15.627 9.122
C 6.794 15.410 8.275
C 6.909 15.478 6.917
C 8.181 15.767 6.380
C 9.285 15.935 7.145
H 11.903 17.225 8.068
H 11.201 18.483 9.012
H 8.372 17.995 10.112
H 7.783 19.574 11.935
H 9.097 19.492 14.034
H 10.930 17.805 14.299
H 11.577 16.445 12.400
H 7.784 15.702 10.178
H 5.881 15.137 8.725
H 6.059 15.281 6.294
H 8.215 15.905 5.316
H 10.265 16.167 6.673
F 12.570 6.248 9.119
C 12.323 7.523 9.334
C 11.085 7.947 9.795
F 10.077 7.115 10.037
C 10.894 9.271 9.961
F 9.646 9.622 10.362
C 11.813 10.277 9.603
P 11.322 12.050 9.758
C 10.407 12.208 11.296
C 9.406 13.154 11.543
C 8.965 13.412 12.835
C 9.438 12.690 13.892
C 10.325 11.626 13.676
C 10.778 11.384 12.376
C 10.206 12.145 8.330
C 10.769 12.206 7.058
C 9.919 12.312 5.972
C 8.560 12.253 6.128
C 7.978 12.065 7.393
C 8.837 12.073 8.499
C 13.000 9.823 9.040
Br 14.356 10.948 8.241
C 13.245 8.476 8.906
F 14.431 8.031 8.482
H 8.937 13.701 10.748
H 8.183 14.138 13.030
H 9.012 12.821 14.860
H 10.716 11.110 14.582
H 11.471 10.550 12.300
H 11.861 12.113 6.923
H 10.378 12.404 4.976
H 7.950 12.378 5.272
H 6.909 11.951 7.538
H 8.428 11.936 9.480
N 15.915 17.533 11.713
C 15.854 16.126 12.218
C 14.421 15.856 12.609
C 14.039 14.393 12.773
N 12.714 14.100 12.091
C 15.054 13.354 12.272
C 15.686 13.829 10.971
N 14.691 13.838 9.829
C 16.422 15.178 11.165
H 15.944 18.159 12.491
H 15.048 17.849 11.229
H 16.727 17.719 11.122
H 16.502 16.069 13.079
H 13.763 16.329 11.872
H 14.255 16.252 13.612
H 13.857 14.115 13.831
H 12.035 14.599 12.660
H 12.491 13.132 12.259
H 14.657 12.373 12.236
H 15.844 13.279 13.060
H 16.438 13.057 10.690
H 14.554 12.918 9.412
H 15.133 14.419 9.084
H 16.567 15.645 10.191
H 17.371 14.850 11.467
C 13.491 14.996 6.868
O 12.508 14.479 7.797
H 14.426 14.478 7.026
H 13.579 16.080 7.011
H 13.130 14.746 5.900
H 11.939 13.778 7.417



[2]
18
Properties=species:S:1:pos:R:3 method="wB97M-V/def2-TZVPD" largest_force_ev_per_a=2.7 total_charge=0 lumo_energy_ev=0.563 smiles=CC(C)O.O.O e_homo_ev=-10.71
C 0.883 -0.042 0.962
C -0.565 0.251 0.645
C -1.060 1.546 1.316
O -1.373 -0.831 1.011
H 1.261 -0.940 0.475
H 1.019 -0.259 2.036
H 1.523 0.846 0.864
H -0.649 0.451 -0.436
H -0.820 2.443 0.745
H -0.531 1.621 2.262
H -2.127 1.400 1.472
H -1.607 -0.978 1.907
O 2.226 2.635 -4.579
H 2.426 2.030 -3.854
H 1.442 2.153 -4.903
O -0.336 -3.408 1.084
H -0.759 -4.231 0.852
H -0.974 -2.722 0.856



[3]
20
Properties=species:S:1:pos:R:3 method="wB97M-V/def2-TZVPD" largest_force_ev_per_a=2.5 total_charge=0 lumo_energy_ev=1.072 smiles="CCC/C(C)=C/N" e_homo_ev=-7.63
C -2.899 0.158 0.738
C -1.580 0.212 -0.037
C -0.388 -0.305 0.748
C 0.962 -0.086 0.091
C 1.376 1.353 -0.141
C 1.505 -1.112 -0.562
N 2.703 -1.088 -1.306
H -2.997 -0.839 1.176
H -2.912 0.898 1.531
H -3.688 0.276 -0.001
H -1.446 1.268 -0.311
H -1.677 -0.249 -1.015
H -0.310 0.211 1.708
H -0.550 -1.370 0.925
H 0.649 1.798 -0.806
H 2.405 1.399 -0.482
H 1.550 1.843 0.828
H 1.096 -2.101 -0.409
H 3.220 -0.267 -1.062
H 2.981 -1.998 -1.613



[4]
56
Properties=species:S:1:pos:R:3 method="wB97M-V/def2-TZVPD" largest_force_ev_per_a=1.2 total_charge=+1 lumo_energy_ev="-3.882 / -3.894" s_squared=0.753 e_homo_ev="-10.52 / -11.23" spin_multiplicity=2
Ir -0.157 0.138 0.056
I 6.071 1.355 4.377
C 4.326 0.700 3.476
C 3.512 -0.260 4.219
C 2.317 -0.693 3.776
I 1.111 -1.957 4.881
C 1.781 -0.177 2.511
O 0.596 -0.274 2.225
C 2.759 0.523 1.635
C 2.000 2.558 0.089
N 0.658 2.908 0.411
C -0.117 3.763 -0.442
C -1.373 3.082 -0.942
C -2.219 3.815 -1.768
C -3.377 3.242 -2.249
C -3.657 1.932 -1.891
C -2.765 1.267 -1.079
N -1.638 1.820 -0.595
C 3.954 1.113 2.260
H 3.891 -0.596 5.175
H 2.203 2.672 -0.976
H 2.750 3.118 0.659
H 0.554 3.148 1.385
H 0.462 4.110 -1.301
H -0.422 4.665 0.096
H -1.955 4.833 -2.024
H -4.043 3.798 -2.894
H -4.541 1.422 -2.245
H -2.931 0.232 -0.825
H 4.565 1.778 1.663
O -1.529 -5.505 0.438
C -2.408 -4.779 1.119
O -3.295 -5.271 1.760
C -2.306 -3.291 1.006
C -3.245 -2.427 1.529
N -2.840 -1.176 1.258
N -1.685 -1.175 0.581
C -1.330 -2.449 0.450
C 0.020 -2.686 -0.150
O 0.337 -3.772 -0.605
O 0.794 -1.644 -0.120
H -0.883 -4.957 -0.069
H -4.156 -2.639 2.061
H -3.282 -0.305 1.504
N -0.520 -2.811 -4.110
N -0.050 -1.663 -3.492
N 1.095 -1.107 -3.809
C 1.110 -0.066 -2.991
N 0.012 -0.011 -2.230
N -0.735 -1.054 -2.583
H 0.278 -3.214 -4.593
H -0.819 -3.442 -3.368
H 1.923 0.638 -2.951
S 3.998 -0.536 -0.884
C 3.037 0.172 0.155
N 2.166 1.137 0.430



[5]
17
Properties=species:S:1:pos:R:3 method="wB97M-V/def2-TZVPD" largest_force_ev_per_a=3.5 total_charge=0 lumo_energy_ev=0.499 e_homo_ev=-8.75
H 0.727 -2.782 1.647
N 0.777 -1.767 1.689
C 0.511 -1.198 0.574
N 0.156 -1.867 -0.572
C 1.133 0.230 0.365
C 2.057 0.735 1.189
C 0.111 1.070 -0.219
N -0.952 0.470 -0.580
C -2.035 1.158 -1.211
H -0.258 -2.781 -0.475
H -0.240 -1.264 -1.284
H 2.223 1.799 1.279
H 2.591 0.073 1.850
H 0.178 2.159 -0.103
H -2.149 0.769 -2.225
H -2.954 0.953 -0.661
H -1.878 2.242 -1.263



[6]
12
Properties=species:S:1:pos:R:3 method="wB97M-V/def2-TZVPD" largest_force_ev_per_a=3.9 total_charge=0 lumo_energy_ev="-2.306 / -2.920" e_homo_ev="-9.13 / -8.26"
C -0.850 -0.676 -0.911
C -2.172 -0.380 -0.740
C -0.728 0.420 1.174
C -0.076 -0.198 0.133
Si 1.864 -0.335 0.045
S -2.435 0.426 0.762
Br 2.443 -0.907 -2.053
Br 2.369 3.266 1.031
Br 3.199 -1.243 1.639
H -0.262 -1.135 -1.609
H -2.954 -0.249 -1.455
H -0.397 1.012 1.985



[7]
110
Properties=species:S:1:pos:R:3 method="wB97M-V/def2-TZVPD" largest_force_ev_per_a=0.9 total_charge=0 lumo_energy_ev=0.327 e_homo_ev=-7.32
Al 0.089 -1.029 -0.821
C -3.555 3.448 -2.105
C -2.653 2.216 -2.061
C -1.870 2.125 -3.380
P -1.386 1.997 -0.694
C -0.863 3.724 -0.175
C -0.139 4.430 -1.322
C -1.895 4.633 0.489
C -2.327 1.418 0.786
C -3.668 1.727 1.007
C -4.310 1.321 2.167
C -3.612 0.620 3.141
C -2.281 0.295 2.930
C -1.626 0.659 1.754
Si 0.128 0.082 1.323
C 1.144 1.682 1.555
C 0.791 2.582 2.562
C 1.397 3.823 2.676
C 2.340 4.212 1.739
C 2.717 3.336 0.733
C 2.162 2.059 0.647
P 2.741 0.767 -0.513
C 3.885 -0.142 0.673
C 4.941 0.679 1.417
C 4.513 -1.383 0.043
C 3.753 1.563 -1.863
C 5.140 2.124 -1.550
C 2.853 2.577 -2.579
C 0.757 -1.146 2.642
C 1.515 -0.698 3.726
C 2.156 -1.577 4.583
C 2.065 -2.943 4.354
C 1.301 -3.416 3.301
C 0.634 -2.537 2.445
P -0.466 -3.092 1.091
C 0.052 -4.800 0.536
C 1.542 -4.756 0.173
C -0.285 -6.031 1.379
C -2.081 -3.269 2.041
C -1.964 -3.931 3.417
C -3.195 -3.937 1.229
H -4.239 3.340 -2.951
H -2.978 4.360 -2.261
H -4.159 3.575 -1.208
H -3.284 1.327 -1.968
H -1.215 2.992 -3.504
H -2.552 2.085 -4.232
H -1.248 1.230 -3.400
H -0.114 3.496 0.583
H -0.827 4.752 -2.105
H 0.608 3.773 -1.774
H 0.372 5.319 -0.945
H -2.633 5.015 -0.215
H -1.373 5.492 0.920
H -2.416 4.121 1.297
H -4.222 2.292 0.269
H -5.353 1.566 2.321
H -4.108 0.323 4.056
H -1.740 -0.260 3.690
H 0.001 2.311 3.255
H 1.111 4.498 3.474
H 2.790 5.195 1.796
H 3.459 3.660 0.016
H 3.164 -0.486 1.417
H 5.814 0.874 0.798
H 5.273 0.103 2.285
H 4.552 1.628 1.781
H 5.151 -1.136 -0.805
H 3.748 -2.080 -0.307
H 5.121 -1.898 0.791
H 3.898 0.725 -2.549
H 5.140 2.824 -0.716
H 5.512 2.652 -2.432
H 5.843 1.322 -1.328
H 2.651 3.449 -1.956
H 1.897 2.119 -2.845
H 3.333 2.921 -3.497
H 1.624 0.369 3.887
H 2.737 -1.204 5.417
H 2.582 -3.643 4.998
H 1.220 -4.483 3.156
H -0.502 -4.889 -0.406
H 2.173 -4.719 1.060
H 1.771 -3.880 -0.438
H 1.813 -5.643 -0.400
H 0.170 -6.006 2.368
H 0.096 -6.917 0.865
H -1.359 -6.157 1.500
H -2.357 -2.226 2.201
H -1.887 -5.015 3.341
H -2.866 -3.703 3.989
H -1.111 -3.562 3.982
H -2.848 -4.830 0.706
H -3.611 -3.261 0.488
H -4.005 -4.234 1.899
Te -2.198 -1.891 -1.683
C -2.810 -1.318 -3.641
C -4.120 -0.886 -3.812
C -4.603 -0.585 -5.077
C -3.773 -0.709 -6.183
C -2.463 -1.135 -6.015
C -1.984 -1.446 -4.751
H -4.769 -0.779 -2.949
H -5.627 -0.255 -5.202
H -4.151 -0.477 -7.171
H -1.811 -1.227 -6.875
H -0.962 -1.786 -4.631
S 1.246 -2.003 -2.571
C 2.913 -2.121 -2.603
N 4.056 -2.271 -2.693



[8]
17
Properties=species:S:1:pos:R:3 method="wB97M-V/def2-TZVPD" largest_force_ev_per_a=2.2 total_charge=-1 lumo_energy_ev=3.388 smiles="N/C=C/CCC[O-]" e_homo_ev=-2.08
N 0.913 2.801 1.437
C 0.645 1.901 0.337
C 0.405 0.588 0.473
C 0.247 -0.186 -0.807
C -0.858 -1.228 -0.915
C -0.663 -2.456 0.042
O -1.743 -3.150 0.361
H 0.045 2.928 1.956
H 1.084 3.721 1.057
H 0.800 2.382 -0.625
H 0.724 0.226 1.444
H 1.184 -0.673 -1.122
H -0.003 0.546 -1.575
H -1.799 -0.747 -0.599
H -1.082 -1.627 -1.901
H 0.177 -3.022 -0.474
H -0.075 -2.004 0.911